Record 1
{
  "formula": "C22H36Cl2HfN5O2S3",
  "method": "wB97M-V/def2-TZVPD",
  "charge": 1,
  "e_lumo_ev": -2.709,
  "homo_ev": -10.021,
  "symbols": ["Hf", "N", "C", "C", "C", "N", "H", "H", "H", "H", "H", "H", "H", "H", "H", "H", "S", "C", "S", "S", "Cl", "C", "Cl", "H", "H", "C", "C", "N", "C", "N", "C", "C", "C", "N", "C", "H", "H", "H", "H", "H", "H", "H", "H", "H", "H", "H", "H", "H", "C", "C", "C", "C", "C", "C", "C", "C", "C", "C", "O", "O", "H", "H", "H", "H", "H", "H", "H", "H", "H", "H", "H"],
  "xyz": [[-0.645655, 1.314510, -0.489407], [-1.540753, 1.783511, 1.750735], [-1.433083, 3.108733, 2.406953], [0.019453, 3.526017, 2.572584], [0.696622, 3.983522, 1.292349], [0.972202, 2.860752, 0.351797], [-2.524311, 1.582916, 1.574214], [-1.241452, 1.078899, 2.424760], [-1.922141, 3.075464, 3.382131], [-1.966652, 3.828338, 1.788457], [0.592965, 2.712067, 3.033115], [0.057831, 4.357908, 3.277771], [1.640621, 4.474178, 1.536639], [0.067928, 4.704481, 0.773748], [1.645145, 2.231861, 0.786797], [1.461372, 3.256171, -0.449624], [-4.629175, 3.725576, -0.971918], [-3.262176, 2.862109, -0.959814], [-3.166481, 1.111006, -0.887173], [-1.648601, 3.593475, -0.955698], [2.726581, 1.370295, -2.027869], [4.117548, 0.352471, -1.567750], [3.633643, -1.296685, -1.178574], [4.585397, 0.795394, -0.697421], [4.794942, 0.328231, -2.411913], [0.087887, -3.121214, -4.016627], [0.560667, -2.835983, -2.608414], [0.337466, -1.431494, -2.271284], [-0.006259, -0.451882, -3.135803], [-0.363055, 0.740334, -2.638897], [-0.638039, 1.782423, -3.653633], [-1.372306, 1.199936, -4.840386], [-0.470762, 0.172903, -5.477849], [0.063117, -0.723043, -4.451095], [0.599566, -2.005108, -4.905201], [-1.002853, -3.146224, -4.059687], [0.464296, -4.086080, -4.352587], [1.627025, -3.058691, -2.520435], [0.029484, -3.447993, -1.879655], [0.077174, -1.259634, -1.313759], [0.308707, 2.227600, -3.985306], [-1.223079, 2.567604, -3.194304], [-1.624264, 1.979320, -5.558151], [-2.302168, 0.740082, -4.498206], [0.356043, 0.656366, -6.005920], [-1.014106, -0.440150, -6.198304], [1.693609, -1.977328, -4.896517], [0.282951, -2.144649, -5.936500], [-0.011114, -3.023538, 6.345466], [0.015920, -2.484937, 4.945945], [-1.152284, -2.408371, 4.194572], [-1.176891, -1.890414, 2.911089], [-2.504103, -1.891858, 2.196550], [0.037699, -1.395642, 2.360629], [1.243778, -1.513465, 3.087940], [2.619354, -1.211055, 2.546078], [1.198617, -2.052812, 4.365597], [-0.009584, -0.670882, 1.087172], [-0.985262, -0.784525, 0.267252], [0.853625, 0.220345, 0.748629], [-0.682638, -3.878131, 6.422840], [-0.373920, -2.259529, 7.036191], [0.980818, -3.327642, 6.674593], [-2.077140, -2.775117, 4.623897], [-3.258861, -2.340813, 2.838829], [-2.458687, -2.454070, 1.266425], [-2.841828, -0.890198, 1.926988], [3.120265, -2.154878, 2.318649], [3.216275, -0.711762, 3.309841], [2.617446, -0.608067, 1.649274], [2.125644, -2.150927, 4.919185]],
  "forces_ev_per_angstrom": [[-0.786, 0.272, 0.157], [0.082, -0.235, -0.038], [0.093, 0.015, 0.031], [-0.028, -0.019, 0.002], [-0.004, -0.010, 0.026], [0.152, 0.016, -0.199], [-0.011, 0.025, -0.023], [0.018, 0.005, 0.009], [0.009, -0.016, 0.007], [-0.007, 0.003, 0.004], [0.000, 0.005, 0.006], [-0.007, 0.011, -0.009], [0.010, -0.009, -0.013], [-0.001, 0.009, 0.006], [0.012, 0.011, 0.013], [0.011, 0.004, 0.000], [-0.014, -0.005, -0.019], [0.070, -0.035, -0.050], [0.073, -0.047, 0.029], [-0.029, 0.045, 0.025], [0.147, -0.103, -0.068], [-0.013, 0.030, 0.035], [0.029, 0.028, -0.011], [-0.011, -0.004, 0.013], [-0.010, 0.005, -0.016], [-0.016, 0.014, -0.001], [0.028, -0.002, 0.009], [-0.103, 0.007, -0.075], [0.058, -0.001, 0.046], [0.224, -0.073, 0.308], [0.019, -0.056, -0.056], [0.021, -0.009, 0.025], [-0.018, 0.011, -0.033], [0.012, 0.004, 0.045], [0.009, -0.028, -0.007], [0.002, -0.009, -0.005], [0.011, 0.000, 0.000], [-0.003, -0.004, 0.004], [-0.002, 0.003, 0.002], [0.024, -0.009, 0.014], [0.000, 0.006, 0.003], [-0.027, 0.007, 0.017], [0.014, 0.003, -0.007], [-0.005, 0.005, -0.001], [0.000, -0.004, -0.011], [0.004, -0.004, 0.002], [0.002, 0.000, -0.001], [-0.007, 0.015, -0.001], [-0.002, -0.011, -0.002], [0.004, 0.010, -0.012], [0.005, -0.026, 0.016], [0.050, 0.017, -0.041], [-0.040, 0.024, -0.002], [-0.026, 0.041, 0.075], [-0.020, -0.050, -0.037], [0.001, 0.032, 0.025], [-0.003, -0.019, -0.005], [0.142, -0.056, -0.268], [-0.100, 0.114, -0.015], [-0.054, 0.036, 0.076], [0.003, 0.002, 0.005], [-0.001, 0.000, -0.003], [-0.002, 0.000, 0.001], [0.000, 0.005, -0.003], [0.004, 0.011, 0.012], [-0.006, -0.012, 0.014], [0.003, -0.005, -0.016], [0.000, -0.001, 0.005], [0.002, 0.005, -0.008], [0.009, 0.000, -0.008], [0.001, 0.003, -0.004]],
  "lowdin_charge": [1.3492, -0.0615, -0.2294, -0.1749, -0.2454, -0.1117, 0.0491, 0.0925, 0.1244, 0.0951, 0.1203, 0.1240, 0.1225, 0.0791, 0.0731, 0.0599, 0.5858, -1.7555, 0.4790, 0.4895, 0.5799, -0.9488, 0.5719, 0.0330, 0.0312, -0.1432, -0.1667, 0.0914, -0.3728, -0.1260, -0.2456, -0.1456, -0.1353, -0.0185, -0.1266, 0.1286, 0.1253, 0.0946, 0.1301, 0.0759, 0.1177, 0.0303, 0.1287, 0.1287, 0.1341, 0.1284, 0.1361, 0.1257, -0.0318, -0.2375, 0.0012, -0.1734, -0.0248, -0.0540, -0.1733, -0.0308, -0.0020, -0.5501, -0.1623, -0.1673, 0.0872, 0.0939, 0.0819, 0.1242, 0.0852, 0.0911, 0.0691, 0.0960, 0.0902, 0.0331, 0.1267]
}

Record 2
{
  "formula": "C20H44Cl8N4O4",
  "method": "wB97M-V/def2-TZVPD",
  "smiles": "CN(C)C=O.CN(C)C=O.CN(C)C=O.CN(C)C=O.ClCCCl.ClCCCl.ClCCCl.ClCCCl",
  "e_lumo_ev": 0.186,
  "homo_ev": -9.206,
  "symbols": ["C", "N", "C", "C", "O", "H", "H", "H", "H", "H", "H", "H", "C", "N", "C", "C", "O", "H", "H", "H", "H", "H", "H", "H", "C", "N", "C", "C", "O", "H", "H", "H", "H", "H", "H", "H", "C", "N", "C", "C", "O", "H", "H", "H", "H", "H", "H", "H", "Cl", "C", "C", "Cl", "H", "H", "H", "H", "Cl", "C", "C", "Cl", "H", "H", "H", "H", "Cl", "C", "C", "Cl", "H", "H", "H", "H", "Cl", "C", "C", "Cl", "H", "H", "H", "H"],
  "xyz": [[-0.530461, -19.522985, -20.275217], [-0.409139, -19.493312, -21.726343], [-0.866067, -20.683663, -22.412723], [0.134135, -18.430324, -22.375112], [0.343501, -18.367328, -23.568736], [-1.538793, -19.243159, -19.946075], [0.143941, -18.806546, -19.807717], [-0.339885, -20.545509, -19.955665], [-1.904466, -20.900661, -22.148056], [-0.817104, -20.507892, -23.484681], [-0.235813, -21.529500, -22.127401], [0.352544, -17.631401, -21.643150], [3.907384, -7.695222, -22.826029], [4.149749, -9.122347, -22.785237], [5.038538, -9.707378, -23.771128], [3.499167, -9.916473, -21.910915], [3.616693, -11.128590, -21.863476], [4.817079, -7.101761, -22.748521], [3.289579, -7.406406, -21.973225], [3.327009, -7.450683, -23.719690], [6.024534, -9.977353, -23.394338], [4.597829, -10.653393, -24.095112], [5.098064, -9.043974, -24.629171], [2.922526, -9.376753, -21.145098], [-0.109341, -10.224621, -24.716818], [-0.773932, -11.272632, -23.952195], [-2.212391, -11.120259, -23.729274], [-0.092566, -12.268955, -23.364949], [-0.578424, -13.127584, -22.652309], [-0.247137, -10.368810, -25.790958], [0.969814, -10.339160, -24.587849], [-0.448744, -9.257689, -24.360457], [-2.713916, -11.647618, -24.541451], [-2.500912, -11.422675, -22.731486], [-2.501067, -10.077047, -23.871073], [0.974751, -12.182108, -23.637814], [-4.292321, -17.426044, -19.654889], [-3.046054, -16.692132, -19.563292], [-2.454004, -16.286634, -20.827948], [-2.465835, -16.419908, -18.380469], [-1.407134, -15.803810, -18.267981], [-4.484768, -18.004081, -18.748478], [-4.155037, -18.241570, -20.375968], [-5.122644, -16.790342, -19.949712], [-3.114299, -15.606554, -21.373002], [-1.574223, -15.702399, -20.583936], [-2.301400, -17.161615, -21.458790], [-3.054919, -16.806242, -17.537623], [2.475638, -18.150312, -16.329681], [0.996356, -17.259383, -16.820147], [0.504223, -16.311212, -15.756697], [0.027967, -17.217142, -14.286869], [0.236432, -17.994689, -17.077115], [1.211220, -16.753860, -17.758174], [-0.374335, -15.803150, -16.155759], [1.203673, -15.524263, -15.488460], [0.898101, -11.501834, -19.812863], [1.791540, -12.989599, -20.190789], [1.017994, -14.197696, -19.797438], [1.928810, -15.645551, -20.362170], [2.787544, -12.854724, -19.770466], [2.010071, -12.965387, -21.258171], [0.054879, -14.280733, -20.286787], [0.856627, -14.321968, -18.729357], [-3.054680, -10.947128, -17.868858], [-2.172745, -12.365875, -18.476278], [-2.463069, -12.555130, -19.954641], [-4.129584, -13.186416, -20.219031], [-2.477669, -13.298861, -18.008251], [-1.127992, -12.121285, -18.323433], [-1.831505, -13.307792, -20.419851], [-2.280540, -11.641806, -20.515842], [4.854605, -16.425884, -22.230870], [4.706032, -14.657875, -22.377854], [5.443006, -13.935221, -21.272787], [7.209974, -14.097119, -21.434841], [3.650560, -14.400821, -22.336970], [5.140794, -14.395742, -23.338996], [5.113458, -14.284841, -20.296492], [5.268186, -12.862343, -21.333580]],
  "forces_ev_per_angstrom": [[-0.354, 0.321, -0.377], [-0.176, -0.063, 0.325], [0.066, 0.268, -0.150], [-0.048, -0.317, 0.231], [-0.127, 0.124, 0.170], [-0.080, -0.147, -0.065], [0.222, -0.181, -0.034], [0.213, 0.100, 0.301], [0.036, -0.027, 0.069], [0.134, -0.073, 0.012], [-0.087, -0.088, -0.152], [0.204, 0.140, -0.327], [-0.555, 0.004, 0.308], [0.101, 0.202, 0.231], [-0.575, -0.676, -0.261], [0.626, -0.028, 0.408], [-0.079, -0.194, -0.230], [0.119, -0.132, -0.273], [0.009, -0.133, 0.007], [0.293, 0.231, -0.088], [0.084, 0.384, 0.191], [0.006, 0.069, -0.098], [0.194, 0.057, 0.008], [-0.238, 0.132, -0.229], [0.482, -1.041, -0.016], [-0.522, 0.846, 0.277], [0.347, 0.286, -0.921], [0.078, 0.227, -0.128], [0.169, -0.053, 0.027], [-0.447, 0.329, -0.003], [-0.030, 0.245, 0.261], [0.093, 0.180, -0.200], [-0.426, -0.364, 0.430], [-0.074, -0.408, -0.072], [0.251, 0.072, 0.176], [0.109, -0.394, 0.313], [0.536, -0.947, -0.034], [-0.365, -0.191, -0.001], [-0.420, 0.512, 0.268], [0.379, 0.359, -0.768], [-0.454, -0.217, 0.286], [-0.179, 0.603, 0.290], [-0.146, 0.347, -0.333], [-0.126, -0.019, 0.072], [-0.183, -0.097, 0.124], [0.404, -0.390, -0.282], [0.442, 0.025, 0.042], [0.144, 0.029, 0.191], [-0.147, 0.133, -0.115], [0.107, -0.151, -0.224], [-0.347, 0.092, -0.292], [-0.012, 0.248, -0.048], [-0.017, -0.094, 0.316], [0.194, 0.302, 0.115], [-0.092, -0.216, 0.096], [0.329, -0.303, 0.139], [-0.151, 0.325, 0.044], [0.857, 0.586, -0.878], [-0.118, -0.890, 0.225], [0.060, 0.061, 0.157], [-0.220, -0.389, 0.554], [-0.480, -0.074, -0.049], [0.027, 0.357, -0.141], [0.126, 0.156, 0.037], [-0.268, -0.034, 0.287], [-0.242, -0.261, -0.931], [0.372, -0.168, -0.139], [0.102, 0.410, 0.006], [0.095, 0.305, 0.627], [0.047, -0.365, 0.002], [0.173, -0.017, 0.267], [-0.440, 0.078, 0.005], [-0.056, -0.080, 0.042], [0.382, 0.188, 0.055], [-0.217, 0.290, -0.066], [0.128, -0.201, 0.133], [-0.022, -0.058, -0.066], [-0.177, 0.065, -0.059], [0.244, -0.137, 0.031], [-0.287, -0.070, -0.107]],
  "lowdin_charge": [-0.0498, -0.2003, -0.0480, -0.3552, 0.0189, 0.0742, 0.0809, 0.0890, 0.0877, 0.0853, 0.0913, 0.0868, -0.0579, -0.1911, -0.0360, -0.3333, -0.0174, 0.0920, 0.0842, 0.0901, 0.0961, 0.0854, 0.0876, 0.1272, -0.0484, -0.1834, -0.0195, -0.3451, 0.0067, 0.0910, 0.0752, 0.0867, 0.0983, 0.0668, 0.0851, 0.1347, -0.0541, -0.1846, -0.0359, -0.3036, -0.0296, 0.0895, 0.0872, 0.0906, 0.0712, 0.0652, 0.0853, 0.1445, 0.5263, -0.6841, -0.6569, 0.5290, 0.0581, 0.0233, 0.0473, 0.0732, 0.6458, -0.6602, -0.6134, 0.6233, 0.0701, 0.0362, 0.0237, 0.0665, 0.5565, -0.6768, -0.6667, 0.5583, 0.0560, 0.0066, 0.0206, 0.0496, 0.5355, -0.6763, -0.6766, 0.5398, 0.0340, 0.0641, 0.0655, 0.0405]
}

Record 3
{
  "formula": "C5H9FeO3",
  "method": "wB97M-V/def2-TZVPD",
  "charge": 1,
  "multiplicity": 5,
  "e_lumo_ev": [-4.713, -4.908],
  "homo_ev": [-13.351, -13.584],
  "symbols": ["O", "C", "C", "O", "C", "C", "Fe", "H", "H", "H", "H", "H", "O", "C", "H", "H", "H", "H"],
  "xyz": [[-0.987265, 2.326835, 0.526011], [-1.944205, 1.857194, -0.094292], [-2.014552, 0.403219, -0.364228], [-1.046057, -0.206188, 0.480702], [-1.128203, -1.579868, 0.657576], [-0.051735, -2.350403, 0.647355], [0.528377, 1.015413, 0.797048], [-2.862119, 2.445285, -0.248760], [-1.657123, 0.196261, -1.476625], [-2.155875, -1.946291, 0.627920], [0.898098, -1.994594, 0.244325], [-0.162183, -3.408504, 0.879179], [1.775773, 0.793386, -0.435822], [3.154056, 0.635987, -0.507015], [3.493144, 0.659290, -1.559459], [3.706750, 1.434762, 0.022262], [3.482280, -0.325930, -0.068515], [-3.029169, 0.044148, -0.127662]],
  "forces_ev_per_angstrom": [[-1.185, 0.165, -0.789], [0.076, 0.537, 1.572], [0.871, -0.839, -2.028], [-0.233, 0.129, 0.060], [-0.184, -1.134, -0.595], [-0.281, 0.095, -0.472], [1.020, 0.080, -0.202], [0.470, 0.232, -0.473], [-1.255, 0.386, 1.899], [0.227, 0.092, 0.677], [-0.035, 0.078, 0.653], [0.029, 0.295, -0.177], [-0.504, 0.044, 0.439], [1.407, -0.134, -0.206], [-0.244, -0.045, 0.405], [-0.315, -0.210, -0.162], [-0.177, 0.298, -0.194], [0.313, -0.070, -0.407]],
  "lowdin_charge": [0.0205, -0.0937, -0.1051, -0.2354, -0.1736, 0.0932, 1.0018, 0.1653, 0.2154, 0.1349, 0.0791, 0.0879, -0.3875, -0.2134, 0.0887, 0.0832, 0.0813, 0.1574]
}

Record-wise relative energy (zero: lowest compared OMol25 entry of this formula, charge and spin) values, in kcal/mol: 7.2, 0.0, 0.0
Record-wise F_max values, in hartree/bohr: 0.01646, 0.02644, 0.04592